Entry 1:
Here is a molecular structure, C2H6O4 at a distorted geometry from the OMol25 dataset. Energies are from ωB97M-V with the def2-TZVPD basis set.

Last column: Löwdin charge in e.
Positions of all 12 atoms, in Å:
C -1.324 0.896 -0.263  -0.322
C 1.142 -1.666 0.080  -0.159
O -0.916 -0.388 -0.011  -0.122
O -0.282 1.760 -0.645  -0.116
O 0.950 -0.954 1.114  -0.030
O 0.484 2.098 0.529  -0.021
H 0.923 1.256 0.753  0.071
H -2.034 0.919 -1.105  0.134
H -1.823 1.273 0.642  0.148
H -0.015 -1.056 -0.648  0.204
H 0.923 -2.741 0.150  0.105
H 1.969 -1.398 -0.595  0.109

Results
DFT total energy   -380.5081 hartree
Largest force on an atom   5.3 eV/A
Multiplicity   1
Net charge   0
Relative energy (zero: lowest compared OMol25 entry of this formula, charge and spin)   167.76 kcal per mole
LUMO energy   -1.79 eV

---

Entry 2:
Here is 2 unconnected molecules or ions with the total composition C2H6OS at a distorted geometry from the OMol25 dataset. Energies are from ωB97M-V with the def2-TZVPD basis set.

Last column: Löwdin charge in e.
Positions of all 10 atoms, in Å:
C -0.690 0.893 1.275  -0.011
C 0.448 0.639 0.633  -0.320
O 1.249 -0.432 0.387  -0.060
S -0.134 -1.717 -2.269  0.481
H -0.941 -0.698 -2.516  -0.236
H -1.246 0.091 1.784  0.052
H -1.306 1.837 1.175  0.076
H 0.874 1.527 0.119  0.119
H 1.121 -1.248 0.895  0.119
H 0.624 -0.890 -1.483  -0.221

Results
DFT total energy   -553.1720 hartree
SMILES string   C=CO.S
Largest force on an atom   2.5 eV/A
Multiplicity   1
Net charge   0
Relative energy (zero: lowest compared OMol25 entry of this formula, charge and spin)   19.73 kcal per mole
LUMO energy   0.76 eV

---

Entry 3:
Here is 2 unconnected molecules or ions with the total composition C2H6OS from the OMol25 dataset. Energies are from ωB97M-V with the def2-TZVPD basis set.

Last column: Löwdin charge in e.
Positions of all 10 atoms, in Å:
S -0.381 -4.799 0.749  0.470
H -0.737 -3.748 0.004  -0.234
H -1.077 -5.658 0.013  -0.236
C 0.576 2.959 -0.259  0.018
C -0.092 1.827 -0.105  -0.288
O 0.482 0.754 0.528  -0.025
H 0.182 3.860 -0.703  0.051
H 1.617 2.993 0.049  0.063
H -1.168 1.812 -0.248  0.103
H 0.596 0.000 -0.029  0.079

Results
DFT total energy   -553.1754 hartree
SMILES string   C=CO.S
Largest force on an atom   1.0 eV/A
Multiplicity   1
Net charge   0
Relative energy (zero: lowest compared OMol25 entry of this formula, charge and spin)   17.55 kcal per mole
LUMO energy   0.53 eV